Record 1
Computed, not measured: a 11-piece molecular cluster, C31H59N5O18 overall at a distorted geometry, with ωB97M-V with the def2-TZVPD basis set.

Calculated values
Net charge   0
Calculated total energy   -2844.5722 a.u.
Gap between HOMO and LUMO   9.68 eV
2S+1   1
SMILES   COC(=O)OC.COC(=O)OC.COC(=O)OC.COC(=O)OC.COC(=O)OC.COCCOCCOC.CC#N.CC#N.CC#N.CC#N.CC#N

Each line ends with the Mulliken charge.
Positions of all 113 atoms, in Å:
1 C 5.476 -11.666 -6.507  -0.58
2 O 5.301 -11.744 -7.908  -0.33
3 C 4.729 -12.783 -8.516  0.81
4 O 4.296 -13.787 -8.030  -0.56
5 O 4.688 -12.457 -9.815  -0.33
6 C 4.013 -13.383 -10.661  -0.66
7 H 4.622 -12.012 -5.926  0.37
8 H 5.568 -10.590 -6.334  0.29
9 H 6.421 -12.083 -6.160  0.17
10 H 2.948 -13.514 -10.482  0.29
11 H 4.545 -14.333 -10.681  0.30
12 H 4.113 -12.940 -11.653  0.24
13 C 8.435 -11.744 -3.663  -0.34
14 O 9.794 -11.399 -3.428  -0.36
15 C 10.524 -10.923 -4.413  0.97
16 O 10.273 -10.964 -5.590  -0.61
17 O 11.616 -10.365 -3.892  -0.36
18 C 12.416 -9.529 -4.708  -0.67
19 H 8.037 -12.086 -2.709  0.15
20 H 8.400 -12.567 -4.375  0.02
21 H 7.847 -10.868 -3.933  0.38
22 H 12.076 -9.515 -5.742  0.33
23 H 13.424 -9.948 -4.699  0.25
24 H 12.473 -8.521 -4.304  0.25
25 C 11.036 -19.198 -3.890  -0.17
26 O 10.775 -19.064 -2.513  -0.34
27 C 11.818 -18.686 -1.746  0.81
28 O 12.949 -18.635 -2.092  -0.54
29 O 11.388 -18.344 -0.541  -0.34
30 C 10.086 -18.695 -0.083  -0.56
31 H 10.170 -19.579 -4.428  0.26
32 H 11.892 -19.804 -4.190  0.35
33 H 11.182 -18.189 -4.289  -0.22
34 H 9.933 -19.759 0.049  0.28
35 H 9.358 -18.303 -0.800  0.18
36 H 9.878 -18.085 0.792  0.29
37 C 11.504 -13.285 -12.968  -0.71
38 O 12.058 -13.505 -11.692  -0.27
39 C 11.889 -12.532 -10.810  0.61
40 O 11.507 -11.423 -11.078  -0.58
41 O 12.181 -12.970 -9.610  -0.03
42 C 11.837 -12.187 -8.469  -0.52
43 H 11.466 -14.228 -13.506  0.24
44 H 12.005 -12.495 -13.527  0.29
45 H 10.464 -12.945 -12.918  0.30
46 H 12.505 -11.322 -8.457  0.34
47 H 12.072 -12.831 -7.627  -0.06
48 H 10.803 -11.854 -8.457  0.40
49 C 4.842 -20.551 -9.946  -0.63
50 O 5.694 -20.976 -8.907  -0.32
51 C 5.364 -20.712 -7.665  0.81
52 O 4.289 -20.313 -7.282  -0.56
53 O 6.372 -20.979 -6.862  -0.31
54 C 6.231 -20.798 -5.479  -0.54
55 H 4.715 -19.466 -9.891  0.29
56 H 3.863 -21.026 -9.891  0.29
57 H 5.286 -20.753 -10.917  0.23
58 H 5.340 -21.265 -5.059  0.33
59 H 6.249 -19.739 -5.221  0.16
60 H 7.042 -21.286 -4.940  0.26
61 C 7.282 -15.009 -6.303  -0.32
62 O 6.874 -15.064 -4.931  -0.35
63 C 7.553 -16.039 -4.136  -0.70
64 C 8.958 -15.590 -3.908  0.27
65 O 9.786 -15.827 -5.038  -0.20
66 C 11.117 -15.415 -4.827  -0.41
67 C 12.065 -16.171 -5.774  -0.55
68 O 12.425 -15.387 -6.884  -0.29
69 C 13.794 -15.497 -7.225  -0.17
70 H 6.462 -14.618 -6.907  -0.08
71 H 7.401 -16.046 -6.619  0.30
72 H 8.140 -14.348 -6.409  0.23
73 H 7.382 -17.060 -4.494  0.16
74 H 7.007 -16.003 -3.188  0.23
75 H 9.342 -16.194 -3.071  0.29
76 H 8.969 -14.530 -3.651  0.02
77 H 11.459 -15.664 -3.816  0.40
78 H 11.247 -14.342 -4.996  0.22
79 H 11.607 -17.099 -6.146  0.38
80 H 12.867 -16.609 -5.164  0.04
81 H 14.127 -14.557 -7.675  0.12
82 H 13.962 -16.338 -7.894  -0.05
83 H 14.431 -15.509 -6.331  0.25
84 C 17.489 -12.937 -7.885  -0.81
85 C 17.356 -14.295 -7.373  0.45
86 N 17.213 -15.388 -7.061  -0.44
87 H 18.481 -12.499 -7.826  0.35
88 H 16.758 -12.293 -7.397  0.22
89 H 17.206 -12.971 -8.939  0.24
90 C 6.580 -14.034 -0.198  -0.75
91 C 5.552 -14.772 -0.928  0.38
92 N 4.705 -15.322 -1.467  -0.40
93 H 7.604 -14.187 -0.530  0.23
94 H 6.586 -14.419 0.825  0.32
95 H 6.250 -12.998 -0.243  0.25
96 C 15.325 -16.463 -10.979  -0.63
97 C 15.430 -15.058 -10.648  0.48
98 N 15.471 -13.954 -10.353  -0.46
99 H 16.315 -16.792 -11.307  0.32
100 H 14.590 -16.638 -11.760  0.29
101 H 15.105 -17.093 -10.117  0.04
102 C 15.786 -18.825 -6.568  -0.70
103 C 14.662 -18.860 -7.460  0.55
104 N 13.764 -18.893 -8.173  -0.50
105 H 16.167 -17.812 -6.413  0.07
106 H 16.633 -19.298 -7.075  0.37
107 H 15.574 -19.315 -5.622  0.32
108 C 15.629 -16.456 -3.513  -0.35
109 C 14.492 -15.691 -3.021  0.44
110 N 13.561 -15.145 -2.631  -0.50
111 H 15.887 -17.118 -2.688  0.37
112 H 16.433 -15.818 -3.869  0.36
113 H 15.276 -17.032 -4.370  -0.27

---

Record 2
Computed, not measured: a 2-piece molecular cluster, C31H60BIN3O7S overall at a distorted geometry, with ωB97M-V with the def2-TZVPD basis set.

Calculated values
Net charge   +1
Calculated total energy   -2628.0889 a.u.
Gap between HOMO and LUMO   7.26 eV
2S+1   1

Each line ends with the Mulliken charge.
Positions of all 104 atoms, in Å:
1 C 4.710 0.578 0.280  -0.73
2 C 3.136 0.014 0.269  -0.13
3 O 2.437 0.385 -0.969  -0.02
4 B 1.783 1.715 -0.865  0.15
5 O 2.228 2.626 0.249  -0.54
6 N 0.777 2.086 -1.906  -0.29
7 C -0.690 2.038 -1.421  1.07
8 C -1.454 2.468 -2.853  -0.84
9 C -3.013 2.872 -2.720  0.06
10 C -3.577 3.176 -4.253  -0.90
11 I -2.841 5.170 -4.818  -0.02
12 C -1.084 3.183 -0.348  -1.38
13 C -2.421 2.986 0.558  0.31
14 C -2.169 3.248 2.191  -0.39
15 C -3.690 3.349 2.845  -0.77
16 C -4.451 1.869 2.935  -0.34
17 O -3.465 0.946 3.527  -0.18
18 C -4.058 -0.367 3.830  0.45
19 C -4.103 -1.540 2.657  -0.52
20 O -4.571 -0.546 5.059  -0.56
21 C -1.226 0.510 -1.131  -0.32
22 C -1.029 -0.042 0.397  0.75
23 C 0.012 -1.280 0.592  0.03
24 O -0.636 -0.334 -2.175  0.54
25 C -1.550 -1.357 -2.700  -0.04
26 C -0.570 -2.291 -3.690  -0.99
27 C 0.669 -3.006 -2.843  -0.50
28 C 2.074 -2.175 -3.173  -0.24
29 S 3.558 -2.773 -2.201  -0.31
30 O -2.045 -2.268 -1.670  0.27
31 C -3.000 -3.260 -2.130  -0.30
32 C -2.603 -4.704 -1.386  -0.90
33 C -2.717 -0.764 -3.721  0.51
34 C -2.531 -0.545 -5.323  -0.33
35 C -3.761 -0.013 -6.202  -0.32
36 N -5.145 0.395 -5.836  -0.45
37 C -5.251 0.226 -4.361  -0.39
38 C -4.216 -0.318 -3.266  -0.26
39 H 5.115 0.699 -0.837  0.30
40 H 5.325 -0.248 0.877  0.01
41 H 4.726 1.582 0.880  0.23
42 H 3.254 -1.174 0.236  0.15
43 H 2.559 0.245 1.260  0.20
44 H 2.549 3.487 -0.185  0.30
45 H 1.022 3.077 -2.204  0.46
46 H -0.867 3.439 -3.226  0.56
47 H -1.312 1.670 -3.696  -0.01
48 H -3.064 3.929 -2.167  0.25
49 H -3.697 2.157 -2.097  0.00
50 H -4.764 3.161 -4.313  0.44
51 H -3.061 2.397 -4.959  0.27
52 H -0.224 3.489 0.422  0.20
53 H -1.258 4.185 -0.977  0.29
54 H -2.981 1.967 0.451  -0.45
55 H -3.212 3.826 0.248  0.47
56 H -1.726 4.346 2.254  0.33
57 H -1.492 2.433 2.686  0.20
58 H -4.391 4.004 2.133  0.31
59 H -3.704 3.924 3.888  0.35
60 H -4.679 1.508 1.823  0.17
61 H -5.469 1.906 3.514  0.36
62 H -4.346 -1.109 1.595  0.07
63 H -3.048 -2.071 2.619  0.18
64 H -4.899 -2.331 2.993  0.38
65 H -2.408 0.556 -1.297  -0.73
66 H -0.700 0.842 1.128  -0.01
67 H -2.084 -0.405 0.819  -0.63
68 H 0.697 -1.007 1.531  0.21
69 H 0.749 -1.482 -0.292  -0.42
70 H -0.560 -2.273 0.925  0.15
71 H -0.031 -1.493 -4.395  0.46
72 H -1.179 -3.040 -4.352  0.33
73 H 0.820 -4.069 -3.363  0.28
74 H 0.452 -3.120 -1.699  0.26
75 H 2.316 -2.367 -4.326  0.46
76 H 1.862 -1.017 -3.093  0.04
77 H 3.197 -3.430 -1.015  0.12
78 H -3.033 -3.491 -3.270  0.19
79 H -4.076 -2.999 -1.749  0.33
80 H -1.959 -5.379 -2.131  0.25
81 H -1.929 -4.465 -0.456  0.14
82 H -3.573 -5.330 -1.092  0.31
83 H -1.496 -0.778 -5.839  0.21
84 H -3.544 0.080 -7.374  0.28
85 H -6.313 0.563 -3.927  0.29
86 H -4.532 -0.397 -2.134  0.24
87 C 5.052 -0.715 4.459  -1.16
88 C 6.353 -1.372 4.030  0.27
89 C 7.054 -2.136 5.164  -0.79
90 O 7.672 -1.217 6.075  -0.43
91 C 6.862 -0.878 7.200  -0.64
92 N 7.292 -0.294 3.583  -0.27
93 H 5.209 0.161 5.096  0.36
94 H 4.490 -0.373 3.581  0.17
95 H 4.414 -1.424 5.001  0.37
96 H 6.179 -2.029 3.174  0.39
97 H 7.871 -2.725 4.730  0.38
98 H 6.389 -2.845 5.671  0.45
99 H 6.140 -1.660 7.452  0.31
100 H 6.339 0.059 6.993  0.26
101 H 7.517 -0.712 8.058  0.25
102 H 6.849 0.414 2.980  0.30
103 H 8.106 -0.680 3.090  0.38
104 H 7.669 0.175 4.423  0.40

---

Question: Look up the calculated total energy of the second one.
Answer: -2628.0889 a.u.